# 1
The ion C6H8NS with charge +1, computed with the ωB97M-V functional and the def2-TZVPD basis.

Calculated values
- LUMO level: -5.84 eV
- HOMO level: -0.440 hartree
- Charge: +1
- ΔE to the lowest compared entry with this formula, charge and spin: 64.4 kcal/mol

Atoms and positions in Å:
C: -2.10 0.93 2.60
C: 0.01 -1.39 1.13
C: -0.25 0.10 1.22
C: 0.36 -0.09 -1.11
C: 0.93 0.11 -2.43
C: 0.48 0.78 0.14
N: -1.41 0.46 1.74
S: -0.21 -1.67 -0.69
H: -3.10 1.23 2.46
H: 1.00 -1.63 1.40
H: -0.72 -1.93 1.74
H: 1.86 0.59 -2.41
H: 1.06 -0.78 -3.00
H: 0.42 0.72 -3.16
H: 0.16 1.77 0.04
H: 1.51 0.79 0.33

Mulliken population analysis, charges in e, atoms 1 to 6: -0.23 -0.70 0.38 0.72 -1.31 -0.88


# 2
A structure of composition C3H6N4, computed with the ωB97M-V functional and the def2-TZVPD basis.

Calculated values
- LUMO level: 1.00 eV
- HOMO level: -0.283 hartree
- Charge: 0
- ΔE to the lowest compared entry with this formula, charge and spin: 61.4 kcal/mol

Atoms and positions in Å:
C: 0.21 0.70 0.07
C: 1.97 -0.31 0.05
C: -0.23 -0.53 0.05
H: -0.78 2.21 1.07
H: -0.58 2.48 -0.49
H: 3.05 -0.33 -0.33
H: 0.74 -2.23 -0.01
H: -2.21 -1.60 0.45
H: -2.12 -0.52 -0.83
N: -0.82 1.66 0.11
N: 1.44 0.86 -0.22
N: 0.84 -1.28 0.25
N: -1.50 -1.12 -0.16

Mulliken population analysis, charges in e, atoms 1 to 6: 0.31 -0.30 0.18 0.25 0.31 0.33


# 3
A structure of composition C12H22N2OOsSi, computed with the ωB97M-V functional and the def2-TZVPD basis.

Calculated values
- LUMO level (alpha / beta): -9.68 / -9.67 eV
- HOMO level (alpha / beta): -0.606 / -0.605 hartree
- Charge: +2

Atoms and positions in Å:
Os: 1.79 1.55 -0.09
C: -1.98 2.21 0.95
C: -0.56 2.06 1.42
O: 0.38 2.56 0.81
N: -0.42 1.33 2.58
C: 0.90 0.97 3.04
C: 1.42 -0.26 2.34
C: 1.33 -1.52 2.94
C: 1.78 -2.63 2.24
C: 2.30 -2.47 0.96
C: 2.34 -1.19 0.43
N: 1.92 -0.09 1.09
H: -2.11 1.67 0.01
H: -2.20 3.27 0.81
H: -2.69 1.81 1.68
H: -1.19 0.74 2.86
H: 0.84 0.80 4.12
H: 1.60 1.80 2.88
H: 0.92 -1.63 3.94
H: 1.73 -3.62 2.69
H: 2.66 -3.32 0.39
H: 2.73 -1.01 -0.57
C: -0.17 -1.07 -3.78
Si: -0.97 -0.26 -2.29
C: -1.83 -1.57 -1.26
C: -2.22 1.00 -2.88
C: 0.33 0.57 -1.29
H: -0.92 -1.57 -4.39
H: 0.57 -1.82 -3.46
H: 0.34 -0.33 -4.40
H: -2.60 -2.08 -1.86
H: -2.32 -1.12 -0.39
H: -1.12 -2.31 -0.91
H: -2.99 0.53 -3.50
H: -1.74 1.78 -3.49
H: -2.72 1.49 -2.04
H: 0.83 1.46 -1.71
H: 1.06 -0.06 -0.75
H: 2.97 2.34 0.88

Mulliken population analysis, charges in e, atoms 1 to 6: 1.06 -0.83 0.85 -0.63 -0.10 -1.32


# 4
A structure of composition C12H15F6N5O6OsS2, computed with the ωB97M-V functional and the def2-TZVPD basis.

Calculated values
- Multiplicity: 5
- LUMO level (alpha / beta): -7.49 / -10.24 eV
- HOMO level (alpha / beta): -0.627 / -0.636 hartree
- Charge: +2
- ⟨S²⟩: 6.021

Atoms and positions in Å:
Os: -0.30 0.64 0.18
F: -0.32 0.16 4.95
C: 0.84 -0.30 4.56
F: 0.80 -1.60 4.38
F: 1.80 0.05 5.36
S: 1.24 0.43 2.88
O: -0.01 0.03 2.07
O: 2.43 -0.12 2.34
N: 1.18 1.96 3.14
S: 1.00 3.01 1.99
O: 1.98 4.01 1.87
O: 0.78 2.26 0.66
C: -0.68 3.78 2.31
F: -0.80 4.83 1.53
F: -0.76 4.09 3.57
F: -1.60 2.86 1.99
C: -3.38 -3.71 -0.13
C: -3.89 -2.25 -0.10
C: -2.79 -1.32 0.00
N: -1.89 -0.60 0.08
H: -4.25 -4.36 -0.20
H: -2.85 -3.95 0.79
H: -2.74 -3.88 -0.99
H: -4.55 -2.06 0.75
H: -4.44 -1.99 -1.01
O: -0.71 1.39 -1.49
N: -0.89 0.62 -2.61
C: -1.06 1.36 -3.65
C: -1.27 0.67 -4.89
N: -1.43 0.12 -5.88
C: -1.03 2.79 -3.61
N: -1.02 3.94 -3.55
C: 2.78 0.20 -2.79
C: 2.51 0.59 -1.36
O: 1.47 -0.26 -0.73
C: 1.98 -1.60 -0.39
C: 0.85 -2.51 0.01
H: 3.54 0.87 -3.18
H: 1.89 0.30 -3.41
H: 3.17 -0.81 -2.89
H: 2.13 1.61 -1.29
H: 3.39 0.51 -0.72
H: 2.71 -1.47 0.40
H: 2.46 -1.97 -1.29
H: 0.39 -2.22 0.96
H: 1.25 -3.51 0.17
H: 0.10 -2.57 -0.78

Mulliken population analysis, charges in e, atoms 1 to 6: 2.42 -0.16 0.55 -0.16 -0.15 1.16


# 5
A cluster of 2 separate species, C3H3NS2 in total, computed with the ωB97M-V functional and the def2-TZVPD basis.

Calculated values
- Structure (SMILES): C=C=S.N=C=S
- LUMO level: -0.23 eV
- HOMO level: -0.306 hartree
- Charge: 0
- ΔE to the lowest compared entry with this formula, charge and spin: 52.6 kcal/mol

Atoms and positions in Å:
C: 0.52 -1.10 0.19
C: -0.80 -1.24 0.15
S: -2.33 -1.04 0.01
H: 1.07 -1.31 -0.63
H: 1.09 -1.24 1.16
N: -0.58 1.26 -0.65
C: 0.46 1.18 -0.02
S: 1.73 1.45 0.77
H: -1.15 2.04 -0.97

Mulliken population analysis, charges in e, atoms 1 to 6: -0.84 0.31 -0.29 0.42 0.35 -0.43


# 6
A cluster of 2 separate species, C5H14 in total, computed with the ωB97M-V functional and the def2-TZVPD basis.

Calculated values
- Structure (SMILES): CCC.CC
- LUMO level: 1.11 eV
- HOMO level: -0.414 hartree
- Charge: 0
- ΔE to the lowest compared entry with this formula, charge and spin: 10.2 kcal/mol

Atoms and positions in Å:
C: 1.98 -1.92 1.73
C: 0.61 -1.43 2.22
C: -0.30 -1.10 1.02
H: 2.25 -1.48 0.77
H: 1.91 -2.96 1.39
H: 2.78 -1.82 2.46
H: 0.10 -2.19 2.80
H: 0.72 -0.54 2.84
H: 0.23 -0.89 0.08
H: -1.07 -1.82 0.78
H: -0.83 -0.14 1.12
C: -1.77 2.12 -1.91
C: -0.31 1.98 -2.33
H: -2.13 1.29 -1.30
H: -1.93 3.11 -1.48
H: -2.47 2.09 -2.76
H: 0.35 1.72 -1.51
H: 0.08 2.84 -2.87
H: -0.20 1.16 -3.04

Mulliken population analysis, charges in e, atoms 1 to 6: -1.13 -0.15 -1.00 0.32 0.30 0.32


# 7
A cluster of 9 separate species, C35H55NO24 in total, computed with the ωB97M-V functional and the def2-TZVPD basis.

Calculated values
- Structure (SMILES): C[C@H]1COC(=O)O1.C[C@H]1COC(=O)O1.C[C@H]1COC(=O)O1.C[C@H]1COC(=O)O1.C[C@H]1COC(=O)O1.C[C@H]1COC(=O)O1.C[C@H]1COC(=O)O1.COC(=O)OC.CCCC#N
- LUMO level: -0.07 eV
- HOMO level: -0.374 hartree
- Charge: 0
- ΔE to the lowest compared entry with this formula, charge and spin: 0.0 kcal/mol

Atoms and positions in Å:
C: -2.36 -3.03 3.58
C: -2.69 -3.56 2.15
C: -4.06 -2.99 1.68
O: -3.68 -2.06 0.65
C: -2.40 -2.16 0.45
O: -1.78 -1.49 -0.36
O: -1.80 -2.96 1.24
H: -3.01 -3.54 4.31
H: -2.50 -1.94 3.70
H: -1.28 -3.26 3.81
H: -2.67 -4.62 2.11
H: -4.60 -2.41 2.41
H: -4.74 -3.68 1.25
C: -0.13 6.08 0.99
C: -0.65 4.72 0.61
C: 0.32 4.02 -0.28
O: 0.27 2.66 0.13
C: -0.42 2.61 1.23
O: -0.73 1.56 1.81
O: -0.77 3.81 1.63
H: -0.75 6.63 1.67
H: 0.04 6.63 0.00
H: 0.85 5.93 1.49
H: -1.67 4.82 0.14
H: 1.41 4.33 -0.29
H: 0.09 4.20 -1.35
C: 2.76 4.02 2.54
C: 1.91 4.28 3.72
C: 1.59 2.97 4.53
O: 2.32 3.16 5.73
C: 2.78 4.43 5.81
O: 3.44 4.88 6.73
O: 2.59 5.11 4.65
H: 2.16 3.78 1.71
H: 3.50 3.23 2.69
H: 3.35 4.87 2.12
H: 1.04 4.80 3.39
H: 2.00 2.09 4.07
H: 0.51 2.98 4.65
C: -1.05 -4.79 -1.61
C: -2.50 -5.21 -1.50
C: -3.37 -4.95 -2.71
O: -3.96 -6.20 -2.94
C: -3.52 -7.17 -2.09
O: -3.90 -8.33 -2.10
O: -2.68 -6.65 -1.28
H: -0.93 -3.76 -1.79
H: -0.50 -5.47 -2.30
H: -0.72 -5.02 -0.59
H: -2.91 -4.79 -0.54
H: -2.74 -4.60 -3.55
H: -4.14 -4.22 -2.52
C: 4.34 3.08 -0.28
C: 4.60 3.06 -1.77
C: 5.06 1.74 -2.29
O: 4.09 1.54 -3.38
C: 3.05 2.31 -3.21
O: 1.95 2.22 -3.81
O: 3.34 3.27 -2.40
H: 3.79 2.24 0.12
H: 3.78 3.97 -0.03
H: 5.28 3.05 0.22
H: 5.26 3.86 -1.85
H: 4.87 0.87 -1.67
H: 6.11 1.74 -2.53
C: -3.40 1.40 -1.63
C: -2.20 2.34 -1.90
C: -0.96 1.65 -2.56
O: -1.06 2.07 -3.92
C: -2.04 2.97 -4.05
O: -2.31 3.56 -5.08
O: -2.72 3.16 -2.93
H: -3.19 0.62 -0.98
H: -3.62 0.90 -2.57
H: -4.31 1.92 -1.33
H: -2.01 3.00 -1.07
H: -1.03 0.52 -2.49
H: 0.00 1.87 -2.13
C: 1.50 -1.40 -0.99
C: 1.03 -0.57 0.15
C: 0.93 -1.45 1.43
O: 2.03 -1.02 2.16
C: 2.51 0.07 1.67
O: 3.42 0.69 2.22
O: 2.08 0.35 0.45
H: 1.58 -0.85 -1.91
H: 0.91 -2.28 -1.23
H: 2.47 -1.81 -0.64
H: 0.16 0.06 -0.04
H: 1.06 -2.47 1.16
H: 0.04 -1.29 2.06
C: 1.64 -3.94 -3.67
O: 1.55 -5.07 -4.43
C: 1.62 -4.96 -5.79
O: 1.80 -3.67 -6.44
O: 1.58 -6.07 -6.44
C: 1.48 -6.13 -7.86
H: 0.77 -3.21 -3.74
H: 2.54 -3.43 -3.92
H: 1.77 -4.11 -2.61
H: 0.73 -5.45 -8.26
H: 1.30 -7.19 -8.17
H: 2.40 -5.82 -8.26
C: -0.53 0.12 4.80
C: -2.07 0.38 4.68
C: -2.29 1.94 4.69
C: -3.70 2.22 5.00
N: -4.85 2.50 5.14
H: -0.26 -0.86 4.56
H: -0.23 0.29 5.82
H: -0.04 0.80 4.11
H: -2.69 -0.06 5.45
H: -2.35 0.06 3.64
H: -2.10 2.46 3.71
H: -1.74 2.50 5.45

Mulliken population analysis, charges in e, atoms 1 to 6: -1.20 0.27 -0.66 -0.36 0.51 -0.39


# 8
A cluster of 5 separate species, C16H45N3O7 in total, computed with the ωB97M-V functional and the def2-TZVPD basis.

Calculated values
- Multiplicity: 2
- LUMO level (alpha / beta): 2.46 / 2.43 eV
- HOMO level (alpha / beta): 0.016 / -0.253 hartree
- Charge: -1
- ⟨S²⟩: 0.751

Atoms and positions in Å:
C: -4.05 2.20 1.80
C: -4.24 1.34 0.47
O: -3.22 1.69 -0.45
O: -2.98 1.68 2.52
H: -4.93 2.07 2.44
H: -3.98 3.27 1.57
H: -5.25 1.52 0.09
H: -4.30 0.29 0.76
H: -2.48 1.09 -0.36
H: -2.26 1.62 1.89
C: -1.15 4.52 -0.44
C: 0.14 3.81 0.05
O: 0.02 3.44 1.41
O: -1.33 5.83 0.19
H: -1.90 3.79 -0.14
H: -1.28 4.56 -1.52
H: 0.95 4.51 -0.13
H: 0.23 2.95 -0.61
H: 0.87 3.15 1.73
H: -1.15 5.67 1.12
C: 5.93 -3.82 5.73
C: 6.27 -2.39 5.18
C: 5.57 -2.05 3.82
O: 5.77 -3.11 2.96
C: 5.14 -2.90 1.68
N: 5.69 -1.59 6.23
H: 6.26 -4.47 4.92
H: 4.85 -3.95 5.88
H: 6.37 -4.00 6.71
H: 7.36 -2.43 5.13
H: 5.99 -1.16 3.36
H: 4.50 -2.17 4.00
H: 5.35 -3.68 0.95
H: 5.30 -1.94 1.18
H: 4.05 -2.87 1.77
H: 4.69 -1.54 6.12
H: 5.84 -2.05 7.11
C: -1.76 0.92 -5.16
C: -2.78 -0.21 -5.00
C: -4.12 0.16 -4.43
O: -4.83 -1.03 -4.21
C: -5.69 -1.20 -3.02
N: -2.81 -0.90 -6.22
H: -1.35 1.16 -4.18
H: -2.30 1.79 -5.54
H: -0.93 0.54 -5.75
H: -2.37 -0.90 -4.26
H: -4.69 0.70 -5.19
H: -3.85 0.77 -3.57
H: -5.32 -0.70 -2.13
H: -5.74 -2.21 -2.63
H: -6.75 -1.06 -3.23
H: -3.42 -0.37 -6.83
H: -3.35 -1.71 -5.95
C: -1.11 -0.41 -2.00
C: -0.51 -0.95 -0.71
C: 1.00 -0.65 -0.67
O: 1.64 -1.18 0.45
C: 2.86 -0.47 0.70
N: -1.07 -0.23 0.43
H: -2.17 -0.13 -2.04
H: -1.08 -1.27 -2.67
H: -0.53 0.41 -2.41
H: -0.66 -2.03 -0.68
H: 1.17 0.42 -0.80
H: 1.46 -1.03 -1.58
H: 2.77 0.59 0.92
H: 3.55 -0.57 -0.15
H: 3.43 -0.82 1.56
H: -0.39 0.49 0.58
H: -0.92 -0.79 1.25

Mulliken population analysis, charges in e, atoms 1 to 6: -0.51 -0.48 -0.39 -0.52 0.41 0.22


# 9
An isolated molecule of C23H29N3O7S2, computed with the ωB97M-V functional and the def2-TZVPD basis.

Calculated values
- Structure (SMILES): C[C@@H]1CN(S(=O)(=O)c2ccc(C(=O)Nc3ccc(S(=O)(=O)N4CCOCC4)cc3)cc2)C[C@H](C)O1
- LUMO level: -0.24 eV
- HOMO level: -0.336 hartree
- Charge: 0
- ΔE to the lowest compared entry with this formula, charge and spin: 0.0 kcal/mol

Atoms and positions in Å:
C: -2.09 -0.52 3.20
C: -1.03 0.52 2.86
C: -0.86 1.54 4.00
N: 0.05 2.59 3.61
S: 1.62 2.50 4.13
O: 2.28 3.67 3.65
O: 1.58 2.23 5.53
C: 2.34 1.06 3.32
C: 2.85 1.19 2.04
C: 3.30 0.07 1.37
C: 3.24 -1.18 2.00
C: 3.74 -2.40 1.31
O: 4.52 -3.17 1.82
N: 3.31 -2.60 0.02
C: 2.30 -1.96 -0.69
C: 1.13 -1.51 -0.07
C: 0.15 -0.88 -0.80
C: 0.32 -0.71 -2.16
S: -0.92 0.11 -3.16
O: -0.28 1.09 -3.98
O: -1.99 0.54 -2.30
N: -1.36 -1.17 -4.15
C: -2.29 -2.10 -3.54
C: -3.74 -1.61 -3.67
O: -4.06 -1.35 -5.02
C: -3.20 -0.36 -5.57
C: -1.74 -0.82 -5.51
C: 1.45 -1.19 -2.81
C: 2.44 -1.81 -2.07
C: 2.78 -1.28 3.31
C: 2.31 -0.16 3.96
C: -0.26 3.20 2.34
C: -0.50 2.15 1.24
C: -1.06 2.80 -0.02
O: -1.44 1.18 1.68
H: -1.81 -1.07 4.09
H: -2.20 -1.22 2.37
H: -3.05 -0.03 3.36
H: -0.06 0.02 2.68
H: -0.45 1.07 4.90
H: -1.83 1.98 4.23
H: 2.90 2.17 1.59
H: 3.71 0.15 0.38
H: 3.83 -3.31 -0.48
H: 0.99 -1.67 0.99
H: -0.75 -0.51 -0.33
H: -2.02 -2.19 -2.48
H: -2.18 -3.07 -4.03
H: -4.44 -2.37 -3.34
H: -3.87 -0.70 -3.07
H: -3.52 -0.21 -6.60
H: -3.30 0.58 -5.00
H: -1.07 -0.03 -5.84
H: -1.60 -1.71 -6.14
H: 1.54 -1.04 -3.87
H: 3.32 -2.19 -2.56
H: 2.78 -2.25 3.79
H: 1.95 -0.20 4.98
H: 0.57 3.85 2.08
H: -1.17 3.80 2.46
H: 0.45 1.64 1.01
H: -0.33 3.47 -0.46
H: -1.34 2.04 -0.75
H: -1.96 3.37 0.23

Mulliken population analysis, charges in e, atoms 1 to 6: -1.75 2.04 -1.22 0.17 1.29 -0.73